Record 1
{"formula": "C31H52AlF3N13O", "method": "ωB97M-V/def2-TZVPD", "symbols": ["N", "C", "C", "C", "Al", "C", "C", "O", "C", "C", "F", "F", "F", "H", "H", "H", "H", "H", "H", "H", "H", "H", "H", "H", "H", "H", "H", "H", "H", "C", "C", "N", "H", "H", "H", "C", "C", "N", "H", "H", "H", "C", "C", "N", "H", "H", "H", "C", "C", "N", "H", "H", "H", "C", "C", "N", "H", "H", "H", "C", "C", "N", "H", "H", "H", "C", "C", "N", "H", "H", "H", "C", "C", "N", "H", "H", "H", "C", "C", "N", "H", "H", "H", "C", "C", "N", "H", "H", "H", "C", "C", "N", "H", "H", "H", "C", "C", "N", "H", "H", "H"], "xyz": [[6.35763, -2.16809, 2.56701], [6.01793, -1.99823, 1.11207], [6.31957, -3.29437, 0.17928], [4.97674, -3.78454, -0.65331], [3.94491, -5.29135, 0.28677], [2.69309, -4.64082, 1.77651], [1.12653, -4.58185, 1.35699], [0.86054, -4.05939, 0.01970], [1.25831, -2.67241, -0.12480], [0.34495, -1.60353, 0.68216], [-0.13843, -0.60284, -0.29627], [-0.84191, -2.14948, 1.30305], [1.18827, -0.82934, 1.61259], [5.65518, -2.80228, 2.99078], [7.31551, -2.56717, 2.67220], [6.66566, -1.12707, 0.70412], [4.91042, -1.62742, 1.06169], [6.68564, -4.15639, 0.85680], [7.10618, -2.99206, -0.61271], [5.34757, -4.23190, -1.67524], [4.34603, -2.84146, -0.90218], [3.05520, -6.18730, -0.71114], [5.06082, -6.22154, 0.98654], [2.81666, -5.25920, 2.76975], [2.99119, -3.54118, 2.08076], [0.55844, -4.04874, 2.21351], [0.74692, -5.69435, 1.35098], [1.13054, -2.41454, -1.26427], [2.39106, -2.47410, 0.09770], [1.00560, 0.99479, 4.26374], [1.91942, 0.36825, 5.22895], [2.64809, -0.12923, 5.99224], [1.12702, 0.57441, 3.26064], [-0.04004, 0.85430, 4.54843], [1.17727, 2.07197, 4.18556], [-1.44908, 0.31468, -3.66294], [-0.26850, 0.44259, -4.52679], [0.65962, 0.54322, -5.20703], [-2.28610, 0.91351, -4.03254], [-1.79460, -0.72119, -3.60225], [-1.23998, 0.64632, -2.64166], [6.04624, -2.75819, 7.05104], [4.89388, -1.87745, 6.81269], [3.98026, -1.17865, 6.62371], [6.76858, -2.30125, 7.73372], [5.74080, -3.71109, 7.49288], [6.57792, -2.98713, 6.12259], [-1.04342, -1.39257, 6.20798], [-1.88696, -2.09147, 7.18589], [-2.55067, -2.64152, 7.95552], [-0.27809, -2.05286, 5.78975], [-1.63141, -1.00748, 5.36978], [-0.52531, -0.54092, 6.65775], [-5.94211, -3.14979, 8.23861], [-7.18473, -3.93294, 8.23721], [-8.16202, -4.54876, 8.23614], [-5.39657, -3.26018, 9.17997], [-5.26786, -3.46102, 7.43583], [-6.13795, -2.08244, 8.10127], [-4.71863, 2.63691, -5.90980], [-4.79687, 1.31403, -5.27608], [-4.85797, 0.27306, -4.77765], [-4.79240, 2.56756, -6.99654], [-5.52523, 3.29443, -5.57171], [-3.77447, 3.13869, -5.68099], [3.16475, 4.86318, 2.98491], [1.78409, 4.40636, 3.18824], [0.69840, 4.04612, 3.34813], [3.38418, 5.02417, 1.92556], [3.35751, 5.80703, 3.50289], [3.88964, 4.13425, 3.35884], [3.55499, 1.76683, -5.96807], [4.73523, 1.89490, -6.83311], [5.66325, 1.99565, -7.51373], [2.71760, 2.36572, -6.33679], [3.20960, 0.73123, -5.90718], [3.76529, 2.09840, -4.94715], [-8.45984, 1.11652, -4.86148], [-9.02260, 2.39256, -5.32198], [-9.46487, 3.39639, -5.68413], [-8.23912, 1.13581, -3.79043], [-9.14933, 0.28532, -5.03471], [-7.52697, 0.87655, -5.37957], [-2.91321, 2.06666, 7.91163], [-1.65954, 1.97804, 7.15201], [-0.67232, 1.90881, 6.55374], [-3.78658, 2.02426, 7.25451], [-3.00808, 1.24720, 8.63000], [-2.97738, 3.00148, 8.47593], [-5.45693, 5.02106, -9.92727], [-4.54485, 4.39196, -8.96352], [-3.82686, 3.89696, -8.20539], [-5.33590, 4.60190, -10.93017], [-6.50387, 4.88158, -9.64239], [-5.28283, 6.09814, -10.00384], [-0.28827, 4.92668, -10.16192], [-1.43346, 5.80513, -10.43233], [-2.33485, 6.49698, -10.64520], [0.42195, 5.39113, -9.47190], [-0.60355, 3.97997, -9.71381], [0.25979, 4.68549, -11.07728]], "lowdin_charge": [-0.0667, -0.3045, -0.2795, -0.3325, 0.2019, -0.3086, -0.2999, -0.1956, -0.0986, -0.2477, -0.0208, 0.0430, 0.0009, 0.0571, 0.0597, 0.0972, 0.1069, 0.0713, 0.0827, 0.0425, 0.0247, -0.1086, -0.1099, 0.0588, 0.0407, 0.1039, 0.1278, 0.1575, 0.1197, -0.1054, -0.1936, 0.0272, 0.0538, 0.0337, 0.0166, -0.0638, -0.2443, 0.1372, 0.0459, 0.0902, 0.0772, -0.0806, -0.1791, 0.0507, 0.0732, 0.0757, 0.0718, -0.0799, -0.2562, 0.1194, 0.0913, 0.0835, 0.0433, -0.0978, -0.2820, 0.1094, 0.0753, 0.0659, 0.0766, -0.0968, -0.2789, 0.1320, 0.0301, 0.0835, 0.0756, -0.0676, -0.2557, 0.1377, 0.0817, 0.0798, 0.0864, -0.1056, -0.2830, 0.1061, 0.0672, 0.0573, 0.0809, -0.0757, -0.2805, 0.1122, 0.0866, 0.0830, 0.0513, -0.0645, -0.2279, 0.1750, 0.0821, 0.0815, 0.0809, -0.0696, -0.2338, 0.1328, 0.0844, 0.0826, 0.0767, -0.0704, -0.2693, 0.1260, 0.0838, 0.0813, 0.0822], "total_charge": -1, "homo_ev": -5.23, "gap_ev": 6.591, "energy_ha": -2541.1926}

Record 2
{"formula": "C31H52AsBrNOPRuSeSi4", "method": "ωB97M-V/def2-TZVPD", "symbols": ["Ru", "O", "N", "C", "C", "C", "C", "C", "C", "C", "P", "C", "C", "C", "C", "C", "C", "C", "C", "C", "C", "C", "C", "H", "H", "H", "H", "H", "H", "H", "H", "H", "H", "H", "H", "H", "H", "H", "H", "C", "Si", "C", "C", "As", "Si", "C", "C", "C", "H", "H", "H", "H", "H", "H", "H", "H", "H", "H", "H", "H", "H", "H", "H", "H", "H", "H", "Br", "C", "Si", "C", "C", "H", "H", "H", "H", "H", "H", "H", "H", "H", "C", "Si", "C", "C", "Se", "H", "H", "H", "H", "H", "H", "H", "H", "H"], "xyz": [[-0.23975, 0.09140, 0.59033], [0.12710, 1.48644, 3.15641], [-0.47591, 1.72156, 1.92607], [-1.36629, 2.63230, 1.97855], [-2.01639, 3.31446, 0.84424], [-2.86017, 4.36558, 1.21746], [-3.46984, 5.17531, 0.28100], [-3.24021, 4.93676, -1.06635], [-2.42083, 3.88822, -1.43965], [-1.80281, 3.05043, -0.50646], [-0.76582, 1.62814, -1.16135], [-2.07391, 0.98111, -2.27651], [-3.18886, 0.49437, -1.58810], [-4.31153, 0.05464, -2.27016], [-4.33966, 0.10274, -3.65920], [-3.22821, 0.56218, -4.34945], [-2.09409, 0.98734, -3.66468], [0.50672, 2.65702, -1.96934], [1.58580, 2.95917, -1.14079], [2.60553, 3.78942, -1.58900], [2.55906, 4.31700, -2.86971], [1.48928, 4.00914, -3.70123], [0.46679, 3.18690, -3.25523], [-0.43394, 1.88085, 3.84227], [-1.62654, 3.01686, 2.96392], [-3.01910, 4.54878, 2.27504], [-4.11004, 5.98930, 0.59647], [-3.70309, 5.56095, -1.82065], [-2.25698, 3.70538, -2.49483], [-3.17267, 0.46270, -0.50360], [-5.16190, -0.32681, -1.71822], [-5.21627, -0.23364, -4.19914], [-3.23091, 0.58008, -5.43249], [-1.21055, 1.26444, -4.21998], [1.64291, 2.51981, -0.15037], [3.44243, 4.00593, -0.93641], [3.35857, 4.95442, -3.22726], [1.45661, 4.39905, -4.71143], [-0.34502, 2.95177, -3.92676], [4.17879, 0.20424, 4.12545], [2.75043, -0.87279, 3.53934], [3.34392, -2.65850, 3.56565], [1.50884, -0.75304, 4.94368], [2.10106, -0.07797, 1.44598], [3.81238, -0.98246, 0.11322], [4.00710, 0.14852, -1.35319], [5.48059, -0.90743, 0.98728], [3.51741, -2.74357, -0.42922], [4.59998, -0.17087, 5.06556], [3.81869, 1.22483, 4.28638], [4.97732, 0.25087, 3.38390], [3.68199, -2.93050, 4.57274], [4.17130, -2.81989, 2.87205], [2.53734, -3.33886, 3.27786], [2.02801, -0.98061, 5.88109], [0.67431, -1.44706, 4.83545], [1.09963, 0.25627, 5.01829], [4.35898, 1.12917, -1.01436], [3.05807, 0.28349, -1.88117], [4.72961, -0.25826, -2.06881], [5.69960, 0.12120, 1.28894], [6.25257, -1.22167, 0.27635], [5.55201, -1.54031, 1.87348], [2.53179, -2.81192, -0.89039], [3.53715, -3.42072, 0.43042], [4.26429, -3.07603, -1.15934], [1.08018, -0.26803, -3.50636], [-0.67061, -2.86133, 2.62782], [-1.51365, -1.23518, 2.14717], [-3.20574, -1.81104, 1.54222], [-1.99523, -0.49046, 3.83312], [-1.31436, -3.45926, 3.28926], [0.27776, -2.68646, 3.13505], [-0.45571, -3.44060, 1.72871], [-3.65013, -2.42649, 2.33316], [-3.12175, -2.40763, 0.63968], [-3.89253, -0.98060, 1.33530], [-2.44326, -1.29337, 4.42922], [-2.75206, 0.29893, 3.71937], [-1.15364, -0.08816, 4.39200], [-1.40090, -2.64209, -3.97725], [-1.32171, -3.14540, -2.19759], [-3.08354, -3.43559, -1.64529], [-0.36671, -4.74315, -2.06602], [-0.04485, -1.83641, -0.79675], [-1.94566, -3.42216, -4.52708], [-0.40410, -2.51859, -4.39740], [-1.92587, -1.69200, -4.09522], [-3.60435, -4.00132, -2.42642], [-3.61090, -2.49161, -1.49812], [-3.13376, -4.01121, -0.71892], [-0.78066, -5.51540, -2.72414], [-0.37215, -5.11337, -1.03713], [0.67321, -4.55962, -2.34841]], "lowdin_charge": [0.1767, -0.1690, -0.1928, -0.0999, -0.1937, -0.0525, -0.0849, -0.0731, -0.0714, -0.2501, 0.9950, -0.3756, -0.1160, -0.0949, -0.0937, -0.0936, -0.1390, -0.3927, -0.1152, -0.0851, -0.0906, -0.0816, -0.1245, 0.0839, 0.1245, 0.1062, 0.1002, 0.1031, 0.1040, 0.0851, 0.1032, 0.0974, 0.1052, 0.0394, 0.0519, 0.1015, 0.0958, 0.1002, 0.0803, -0.2379, 0.1949, -0.2266, -0.2234, 0.7484, 0.1871, -0.2601, -0.2365, -0.2349, 0.0266, 0.0235, -0.0068, 0.0269, -0.0012, 0.0195, 0.0312, 0.0084, 0.0070, 0.0172, -0.0865, 0.0335, 0.0183, 0.0296, 0.0015, -0.0494, 0.0174, 0.0289, -0.1190, -0.2454, 0.3827, -0.2272, -0.2329, 0.0288, -0.0249, -0.0064, 0.0308, -0.0262, 0.0179, 0.0296, 0.0201, -0.0195, -0.2460, 0.1556, -0.2222, -0.2451, 0.2890, 0.0325, -0.0248, 0.0008, 0.0320, -0.0001, 0.0228, 0.0277, 0.0225, 0.0266], "total_charge": -1, "homo_ev": [-3.55, -3.36], "multiplicity": 2, "de_lowest_kcal_mol": 77.0, "gap_ev": [5.191, 5.257], "energy_ha": -10148.0366}

Record 3
{"formula": "C31H52BrN6OsSSi", "method": "ωB97M-V/def2-TZVPD", "symbols": ["Os", "S", "C", "N", "N", "C", "C", "C", "C", "C", "C", "N", "N", "C", "C", "C", "C", "C", "C", "H", "H", "H", "H", "H", "H", "H", "H", "H", "H", "H", "C", "C", "N", "C", "C", "C", "C", "N", "H", "H", "H", "H", "H", "H", "H", "H", "H", "H", "H", "H", "H", "H", "C", "C", "C", "C", "Si", "Br", "C", "C", "C", "C", "C", "C", "C", "C", "H", "H", "H", "H", "H", "H", "H", "H", "H", "H", "H", "H", "H", "H", "H", "H", "H", "H", "H", "H", "H", "H", "H", "H", "H", "H", "H"], "xyz": [[-1.69222, -0.31104, -0.30241], [-1.97229, -0.48539, 1.96923], [-0.62954, -1.50405, 2.16954], [-0.19805, -1.65371, 3.47663], [0.51965, -2.57724, 3.91550], [0.77246, -3.89280, 3.48336], [1.88360, -4.52654, 4.04833], [2.18974, -5.81972, 3.67614], [1.37486, -6.48980, 2.77327], [0.23143, -5.87111, 2.25605], [-0.07034, -4.57428, 2.59820], [0.04899, -2.00673, 1.16298], [-0.31682, -1.63604, -0.01860], [0.50283, -2.05274, -1.10659], [1.64918, -2.82010, -0.90429], [2.44151, -3.14788, -1.98800], [2.10253, -2.71567, -3.26631], [0.94134, -1.97830, -3.46860], [0.13804, -1.65756, -2.39193], [0.93296, -2.32747, 4.81745], [2.51282, -3.99613, 4.75564], [3.05836, -6.30988, 4.09372], [1.61600, -7.50321, 2.47987], [-0.42688, -6.42256, 1.59868], [-0.97881, -4.11284, 2.23846], [1.90871, -3.13965, 0.09470], [3.33261, -3.74213, -1.83719], [2.73829, -2.95768, -4.10776], [0.66147, -1.66328, -4.46471], [-0.78081, -1.09602, -2.55346], [-4.22368, -3.09526, 1.33853], [-3.26980, -3.57911, 0.25140], [-3.84578, -3.43658, -1.09336], [-4.47607, -4.65121, -1.67450], [-5.93655, -4.83800, -1.27443], [-3.88858, -2.28092, -1.71330], [-4.66484, -2.15783, -2.99051], [-3.25805, -1.17788, -1.26642], [-3.77700, -3.26118, 2.32070], [-5.16510, -3.64021, 1.30401], [-4.43580, -2.03129, 1.23218], [-3.04504, -4.63350, 0.39798], [-2.33426, -3.02630, 0.28988], [-3.89474, -5.50439, -1.33279], [-4.38299, -4.60996, -2.75546], [-6.03273, -5.11865, -0.22632], [-6.36630, -5.63971, -1.87423], [-6.52672, -3.93732, -1.44309], [-5.67347, -2.54918, -2.87920], [-4.17886, -2.72063, -3.78947], [-4.73502, -1.12127, -3.31187], [-3.55070, -0.39579, -1.85219], [3.35155, 1.74921, -0.57499], [3.18272, 3.00839, 0.29649], [4.37746, 3.95833, 0.05277], [3.20809, 2.54707, 1.76281], [1.61666, 4.00711, -0.08706], [-0.25713, 1.61598, -0.30384], [1.38063, 4.67851, -1.85061], [2.15657, 3.81089, -2.85313], [1.96515, 6.10542, -1.83121], [-0.09384, 4.69895, -2.28614], [0.72820, 4.91497, 1.32622], [-0.51913, 5.65783, 0.83550], [0.29388, 3.95223, 2.44681], [1.76375, 5.92320, 1.87021], [4.26585, 1.23972, -0.25769], [3.45632, 1.97825, -1.63150], [2.52117, 1.05236, -0.45032], [5.29631, 3.42344, 0.30659], [4.33305, 4.85293, 0.67866], [4.45894, 4.27021, -0.98889], [4.13434, 1.99072, 1.93103], [2.37165, 1.88239, 1.99176], [3.20484, 3.38160, 2.46237], [3.23071, 3.81909, -2.67314], [2.00162, 4.22518, -3.85351], [1.79615, 2.78028, -2.86776], [3.01738, 6.12273, -1.53515], [1.40663, 6.78154, -1.18317], [1.90785, 6.51233, -2.84495], [-0.53907, 3.70312, -2.25974], [-0.13806, 5.04937, -3.32138], [-0.70487, 5.37424, -1.69557], [-1.26025, 4.97862, 0.41128], [-0.28706, 6.43995, 0.11445], [-0.98518, 6.14931, 1.69421], [-0.42157, 3.20857, 2.09157], [-0.20580, 4.54024, 3.22213], [1.12942, 3.44253, 2.91794], [2.07658, 6.64994, 1.11676], [2.65134, 5.43770, 2.27896], [1.29756, 6.48328, 2.68578]], "lowdin_charge": [0.8381, 0.8034, -0.7561, 0.1282, 0.1238, -0.1939, 0.0239, -0.0210, -0.0009, -0.0284, -0.0125, 0.0383, -0.2192, -0.2547, 0.0002, -0.0319, -0.0222, -0.0387, -0.0508, 0.1995, 0.1352, 0.1318, 0.1313, 0.1218, 0.0978, 0.1106, 0.1248, 0.1277, 0.1245, 0.0802, -0.0616, -0.1927, -0.0361, -0.1603, -0.0434, -0.3561, 0.0349, -0.0814, 0.0811, 0.0800, 0.0581, 0.1243, 0.0569, 0.1266, 0.1167, 0.0772, 0.0980, 0.0792, 0.0975, 0.1138, 0.0979, 0.0737, -0.1004, -0.6166, -0.0558, -0.0920, 0.9807, 0.3397, -0.6185, -0.0888, -0.0544, -0.0921, -0.6179, -0.0831, -0.0983, -0.0556, 0.0988, 0.0635, 0.0260, 0.1082, 0.0867, 0.0748, 0.0997, 0.0734, 0.0734, 0.0723, 0.1036, 0.0771, 0.0859, 0.0752, 0.1111, 0.0332, 0.1029, 0.0639, 0.0821, 0.0756, 0.1044, 0.0345, 0.1024, 0.0591, 0.0866, 0.0725, 0.1106], "total_charge": 3, "homo_ev": [-16.10, -16.41], "de_lowest_kcal_mol": 12.1, "gap_ev": [5.643, 5.646], "energy_ha": -4892.3560}